Entry 1:
Below is C35H48BrClF8N8O4P2S as an isolated structure in a non-equilibrium geometry, with properties calculated with ωB97M-V/def2-TZVPD.

Energy   -190894.486 eV
LUMO   -0.4 eV
HOMO energy   -0.301 Ha
HOMO-LUMO gap   7.7 eV
Molar mass   1006.18 g/mol

ORCA input file:
```
! wB97M-V def2-TZVPD RIJCOSX def2/J DEFGRID3
* xyz 0 1
Br 1.697 -3.303 -1.842
Cl 0.941 -1.183 -4.473
S -1.314 0.967 -1.947
P 1.690 -0.159 -2.836
P 2.593 1.896 -1.139
F -1.840 -1.118 -3.536
F -0.924 1.405 0.783
F -0.853 3.846 0.647
F 2.447 4.242 1.362
F 0.352 2.968 2.115
F 1.719 0.992 3.432
F 0.732 5.447 1.315
F 1.553 4.955 -0.544
O -0.607 2.250 -1.182
O -0.842 1.235 -3.279
O 3.165 -0.942 -2.700
O -2.736 1.117 -1.976
N 4.287 -1.068 6.976
N -6.335 2.493 -5.299
N -4.994 -4.359 -1.504
N -4.099 -7.073 -7.251
N 5.744 1.349 -2.364
N 0.332 -1.384 5.389
N 4.124 3.586 6.112
N 2.120 2.869 -2.278
C 2.602 -2.826 1.526
C 4.534 3.829 3.546
C -1.262 -1.687 -2.386
C -5.007 -5.036 -2.437
C -0.781 -0.659 -1.306
C -2.787 -1.039 0.652
C -3.643 0.199 0.787
C 1.961 0.594 1.085
C -5.235 2.702 -5.023
C 6.514 1.160 -1.528
C -1.381 -1.138 0.048
C -5.024 -5.885 -3.629
C 0.356 3.225 0.794
C 1.477 0.806 6.248
C -3.454 1.027 1.877
C -3.838 2.966 -4.673
C 0.792 -0.512 -1.108
C -4.657 0.578 -0.056
C -5.932 -5.383 -8.040
C 1.277 -2.482 0.766
C -5.357 1.744 0.092
C 4.807 -0.107 7.346
C 0.839 -0.420 5.768
C -4.129 2.203 2.044
C -4.907 -6.328 -7.592
C 4.333 3.692 4.985
C 5.476 1.107 7.815
C -5.081 2.594 1.132
C 1.199 0.837 -0.266
C -2.422 -2.646 -2.012
C 7.497 0.921 -0.471
C 1.570 -1.757 -0.573
C 1.328 4.429 0.625
C 1.269 0.171 2.389
C 0.104 1.889 -0.036
H -5.812 -4.434 -7.521
H -3.308 2.025 -4.536
H 2.377 1.573 1.367
H -5.836 -5.217 -9.111
H 6.543 1.034 7.612
H -3.361 3.536 -5.468
H 5.325 1.237 8.884
H -0.520 -2.373 -2.782
H -2.699 0.758 2.615
H 0.611 -2.022 1.492
H 6.989 0.798 0.484
H -5.597 3.540 1.245
H -2.655 -3.214 -2.914
H -1.128 -2.201 0.113
H -3.789 3.535 -3.747
H 8.180 1.766 -0.406
H -0.688 -0.766 0.805
H 2.644 2.645 -3.119
H 2.911 -3.835 1.251
H -4.903 -0.077 -0.888
H 0.182 0.162 2.434
H -3.888 2.824 2.900
H -6.119 2.007 -0.633
H 8.064 0.019 -0.693
H 2.553 0.734 6.116
H 3.722 1.093 -1.381
H -5.102 -5.276 -4.526
H -2.652 -1.358 1.697
H 3.569 3.811 3.053
H -4.108 -6.470 -3.678
H 0.836 -3.468 0.612
H 3.768 -0.422 -3.250
H 2.867 -0.006 0.973
H 5.035 4.766 3.312
H 1.636 -0.811 2.692
H 1.105 1.658 5.681
H 5.139 2.999 3.184
H 3.136 2.750 -0.143
H -3.307 -2.052 -1.794
H 2.617 -1.467 -0.498
H 1.256 0.955 7.303
H -3.455 -1.829 0.291
H 5.068 1.970 7.292
H -6.921 -5.783 -7.828
H 2.373 -2.884 2.595
H -2.160 -3.377 -1.247
H 3.389 -2.085 1.373
H -5.875 -6.562 -3.581
*
```



Entry 2:
Below is C35H48N5O12P3S3Y as an isolated structure, with properties calculated with ωB97M-V/def2-TZVPD.

Energy   -130529.127 eV
LUMO   2.3 eV
HOMO energy   -0.220 Ha
HOMO-LUMO gap   8.3 eV
Molar mass   1008.82 g/mol
ΔE to the lowest compared entry with this formula, charge and spin   6.2 kJ/mol

ORCA input file:
```
! wB97M-V def2-TZVPD RIJCOSX def2/J DEFGRID3
* xyz -1 1
Y -0.947 -0.222 0.866
S -2.316 0.951 4.452
S 1.555 1.369 4.155
S 0.791 -3.361 3.656
P -2.425 2.745 -0.311
P 2.443 1.812 -3.810
P 0.343 2.912 0.367
O -0.988 3.530 -0.314
O 3.836 2.021 -3.024
O -3.328 3.373 -1.280
O 1.314 3.979 0.677
O -0.132 1.935 1.421
O -1.375 -4.576 -0.363
O -2.925 3.018 1.203
O 1.713 3.183 -3.315
O 0.926 1.999 -0.848
O -0.498 -0.547 2.944
O 2.783 2.319 -5.339
O -2.119 1.256 -0.422
N 1.508 -0.437 0.420
N -3.284 -0.865 1.695
N -0.671 -1.284 -1.469
N -1.459 -2.536 0.732
N 3.369 1.653 1.251
C -0.044 4.808 -3.232
C -0.323 -3.328 -2.640
C 0.035 -2.625 -3.777
C 1.207 -0.252 4.599
C -5.368 -0.336 2.728
C 5.957 3.058 -2.654
C 3.220 1.325 -6.267
C 0.330 3.419 -3.682
C 4.466 1.038 0.520
C 4.722 -0.387 1.017
C -0.678 -2.620 -1.502
C -4.385 -2.490 3.032
C -2.935 1.435 5.972
C 0.057 -4.746 4.339
C -1.194 -3.353 -0.275
C -2.254 0.852 6.999
C 4.492 3.301 -2.934
C 3.795 -1.491 0.494
C -3.341 -2.101 2.198
C -2.260 -3.086 1.799
C -1.154 -0.069 5.179
C 2.217 -0.798 5.335
C -0.337 -0.608 -2.567
C -5.405 -1.599 3.302
C -4.281 -0.009 1.942
C 3.300 0.106 5.532
C -0.241 -2.296 4.531
C 0.020 -1.239 -3.747
C -1.221 -0.010 6.539
C 2.351 -1.491 0.995
C -0.177 -0.797 4.256
C -1.112 -3.001 5.307
C -0.943 -4.411 5.197
C 3.068 1.317 4.954
C 4.733 1.230 -6.299
H -0.362 0.471 -2.477
H 3.571 1.715 2.240
H 3.094 2.574 0.921
H 3.718 2.178 4.941
H -2.742 -4.016 1.477
H 0.233 3.309 -4.765
H 4.237 -2.453 0.773
H -0.546 -0.558 7.183
H -1.865 -2.525 5.919
H -1.673 -3.337 2.686
H 1.890 0.459 0.753
H -3.759 2.127 6.029
H 1.374 2.587 -1.477
H 4.021 3.870 -2.131
H 5.118 0.911 -5.330
H 2.183 -1.806 5.723
H 0.287 -0.649 -4.613
H 1.894 -2.461 0.784
H 2.828 1.619 -7.241
H -1.109 4.971 -3.404
H 4.204 1.021 -0.543
H 1.631 -0.412 -0.589
H 0.390 -5.733 4.058
H 5.405 1.605 0.602
H 4.205 -0.137 6.072
H -0.360 -4.408 -2.597
H 5.169 2.200 -6.541
H -6.229 -1.888 3.943
H 6.079 2.484 -1.736
H -6.151 0.389 2.898
H -4.182 0.975 1.499
H -4.390 -3.493 3.441
H 6.420 2.506 -3.473
H 3.788 -1.467 -0.603
H 4.349 3.846 -3.868
H -1.545 -5.136 5.727
H 5.051 0.508 -7.054
H 2.334 -1.364 2.081
H 2.782 0.355 -6.007
H 0.531 5.557 -3.778
H -0.299 2.673 -3.189
H 0.134 4.924 -2.164
H 5.747 -0.660 0.746
H -2.210 2.789 1.819
H 0.314 -3.151 -4.682
H 6.478 4.010 -2.540
H -2.478 1.029 8.042
H 4.688 -0.381 2.114
*
```



Entry 3:
Below is C35H50As3N4O3PtS2 as an isolated structure in a non-equilibrium geometry, with properties calculated with ωB97M-V/def2-TZVPD.

Energy   -256636.158 eV
LUMO   -2.7 eV
HOMO energy   -0.374 Ha
HOMO-LUMO gap   7.5 eV
Molar mass   1058.79 g/mol
ΔE to the lowest compared entry with this formula, charge and spin   46.7 kJ/mol

ORCA input file:
```
! wB97M-V def2-TZVPD RIJCOSX def2/J DEFGRID3
* xyz 1 1
Pt -0.459 1.337 -0.081
As -0.378 -2.993 0.847
As 4.763 -3.263 1.415
As 1.661 0.361 0.379
S -3.132 0.096 -1.349
S 0.838 3.832 1.950
O -0.079 4.076 3.019
O -1.790 -0.251 -0.713
O 1.944 2.933 2.128
N -1.920 2.905 -0.460
N -0.044 3.140 0.692
N 3.079 8.968 0.127
N -1.546 4.994 0.638
C 3.243 -3.289 -1.444
C -4.404 -0.099 -0.084
C 2.899 1.619 -0.406
C -1.201 3.758 0.308
C 4.769 -4.972 2.371
C -5.290 -2.392 0.403
C -3.503 4.641 -0.683
C -2.641 -1.193 -3.684
C 3.267 6.586 0.368
C -3.554 -1.220 -2.486
C -4.530 -3.645 2.304
C -3.068 3.365 -0.964
C 1.477 5.351 1.392
C -1.804 -3.627 -0.324
C 0.799 6.543 1.643
C -1.114 -2.329 -5.158
C 2.811 -3.287 1.018
C -0.955 -1.169 -5.898
C -2.485 -0.033 -4.436
C 2.372 -2.685 -0.329
C 2.729 5.387 0.779
C 0.918 -3.045 -0.643
C 2.641 -1.177 -0.366
C -5.342 -3.536 1.183
C -2.694 5.418 0.144
C -3.605 -1.472 1.850
C 2.570 7.784 0.571
C -1.952 -2.341 -4.052
C 1.338 7.742 1.239
C -1.644 -0.019 -5.536
C -0.101 -4.747 1.685
C 1.864 0.066 2.271
C -3.664 -2.613 2.636
C 4.780 -2.143 3.024
C -4.425 -1.352 0.734
H 5.741 -5.120 2.839
H 3.615 -1.017 0.118
H -6.024 -4.334 0.926
H -4.579 -4.531 2.923
H -3.622 2.705 -1.613
H -1.492 -4.548 -0.820
H 4.830 -1.088 2.763
H 1.319 -0.854 2.485
H -4.258 0.780 0.546
H -0.134 6.517 2.182
H 2.764 -0.863 -1.407
H 0.522 -2.370 -1.410
H 0.875 -4.054 -1.065
H -1.982 -2.860 -1.066
H -3.032 0.865 -4.173
H -1.081 -5.135 1.967
H -4.591 -1.010 -2.761
H 4.027 9.011 -0.201
H -2.706 -3.814 0.251
H 5.683 -2.386 3.583
H -2.075 -3.251 -3.480
H 0.516 -4.675 2.577
H 3.996 -4.991 3.140
H 3.913 -2.326 3.658
H -3.516 -2.167 -1.952
H -5.949 -2.295 -0.452
H 0.814 8.666 1.449
H 2.547 2.633 -0.291
H 2.831 -3.035 -2.422
H -2.982 6.429 0.406
H 3.877 1.501 0.060
H 2.276 -2.829 1.855
H 3.301 4.479 0.666
H 2.552 -4.347 1.011
H -3.035 -2.692 3.513
H 3.263 -4.378 -1.358
H 2.664 9.833 0.424
H -0.303 -1.160 -6.760
H 0.357 -5.444 0.982
H -2.929 -0.668 2.113
H -4.431 5.014 -1.084
H 4.273 -2.932 -1.402
H 2.919 -0.049 2.512
H -5.330 0.037 -0.647
H 4.597 -5.784 1.666
H -0.586 -3.230 -5.440
H -1.531 0.887 -6.114
H 4.245 6.607 -0.096
H 2.959 1.368 -1.466
H 1.453 0.893 2.837
*
```



Entry 4:
Below is a 5-piece molecular cluster, C35H50BrClF4N3O14PS3 overall in a non-equilibrium geometry, with properties calculated with ωB97M-V/def2-TZVPD.

Energy   -205471.035 eV
SMILES string   CCCCN(CCCC[C@H]1NC(=O)[C@@](CC(=O)Br)(P(CC)CC)[C@]1(Cl)N=C=S)C(=S)SCCC.O=C1OC[C@@H](F)O1.O=C1OC[C@@H](F)O1.O=C1OC[C@@H](F)O1.O=C1OC[C@@H](F)O1
LUMO   -0.3 eV
HOMO energy   -0.307 Ha
HOMO-LUMO gap   8.1 eV
Molar mass   1055.32 g/mol

ORCA input file:
```
! wB97M-V def2-TZVPD RIJCOSX def2/J DEFGRID3
* xyz 0 1
Br -2.360 1.541 0.833
Cl -0.306 -3.482 3.264
S -0.018 1.168 -3.555
S 3.325 -0.914 3.150
S 1.762 -0.912 -4.734
P -1.161 -1.201 5.237
F -4.490 5.008 -4.103
F 6.424 -2.319 1.125
F 6.047 1.244 -7.449
F -2.329 5.041 8.906
O -2.050 2.494 3.395
O 6.889 -0.403 -4.541
O -2.502 2.791 8.974
O 4.608 -0.077 -2.251
O 5.477 -2.149 -2.181
O -5.897 3.242 -4.181
O -2.373 0.699 9.802
O 7.834 0.321 -6.417
O 9.132 -0.429 -4.728
O -3.499 -0.589 3.641
O -4.437 1.573 -4.279
O 5.281 -0.988 -0.297
O -2.719 2.466 11.160
O -6.617 1.151 -4.651
N 0.932 -1.576 1.944
N -2.672 -1.670 1.791
N -0.883 -1.175 -4.315
C 2.242 1.745 -0.353
C -3.663 2.761 -4.144
C -1.657 1.660 2.670
C 5.079 -0.979 -1.644
C -0.395 -1.884 2.459
C -1.080 -1.789 -5.644
C -1.085 -0.785 3.364
C -5.742 1.904 -4.398
C 0.570 -1.355 5.866
C 1.413 -0.163 6.319
C -2.675 3.882 10.970
C -2.516 1.860 9.968
C 6.120 -2.925 -1.168
C -2.987 4.013 9.489
C 6.457 0.185 -6.711
C 1.556 1.623 -2.782
C -0.879 -1.791 -1.838
C -1.259 1.663 6.215
C 8.062 -0.192 -5.175
C 1.318 2.310 -1.429
C -2.575 -0.979 2.981
C -4.695 3.754 -3.639
C -2.551 -2.071 -5.902
C -0.582 0.623 2.898
C -1.307 -3.128 0.299
C 0.303 -0.399 -4.240
C -4.363 -1.011 -7.355
C -3.395 -0.823 -6.194
C -0.849 -2.245 -3.292
C -0.385 -2.906 -0.898
C -1.866 0.247 6.119
C -1.354 -1.947 1.255
C 1.983 -1.307 2.479
C 5.832 0.152 -5.330
C 5.543 -2.322 0.101
H 4.939 -0.459 -5.249
H -3.297 3.066 -5.126
H -0.432 1.832 5.539
H -4.905 -0.088 -7.570
H -1.738 -2.851 -3.480
H -5.098 -1.790 -7.145
H 0.438 -2.031 6.718
H -1.070 -1.063 0.669
H 5.892 -3.977 -1.308
H -3.954 -0.554 -5.300
H 1.489 0.608 5.556
H -1.950 -0.164 7.133
H -0.341 -3.853 -1.446
H 7.197 -2.758 -1.208
H -0.888 1.842 7.225
H -2.826 2.599 -3.472
H 5.617 1.165 -4.988
H 2.129 2.259 -3.456
H -0.285 -0.887 -1.710
H -2.597 -2.765 -6.746
H 4.612 -2.778 0.444
H -1.666 4.246 11.169
H 1.918 0.744 -0.058
H -2.022 2.411 6.017
H -3.823 -1.289 -8.265
H -1.905 -1.520 -1.568
H 2.422 -0.494 6.578
H -4.049 4.101 9.252
H 6.313 -0.722 -7.301
H 0.033 -2.876 -3.476
H -2.322 -3.252 -0.096
H 0.991 0.302 7.209
H -2.731 0.022 -6.406
H -2.890 0.299 5.749
H -0.695 -1.087 -6.387
H -2.965 -2.571 -5.022
H 2.272 2.385 0.531
H -1.069 -4.055 0.822
H 3.263 1.650 -0.731
H 1.115 -1.939 5.125
H -3.390 4.368 11.625
H -3.310 -2.452 1.885
H 2.122 0.697 -2.678
H -4.791 3.798 -2.552
H 0.110 1.042 3.628
H -0.486 -2.708 -5.727
H 1.496 3.382 -1.527
H -0.046 0.533 1.957
H 0.637 -2.695 -0.572
H 0.277 2.170 -1.128
*
```